Record 1
This record from OMol25 describes a molecular structure, C4H9N3O. The level of theory is the ωB97M-V functional and the def2-TZVPD basis.

The geometry in XYZ format:
```
17
Properties=species:S:1:pos:R:3:nbo_charge:R:1
C -0.800 0.222 -0.746 0.621
C 0.171 1.252 0.589 -0.367
C 1.552 -1.301 0.894 -0.713
N -0.822 -0.877 0.121 -0.698
C 0.303 -0.452 0.982 0.548
N -2.031 0.754 -1.083 -0.854
O -0.026 0.109 -1.893 -0.728
N 0.164 0.509 1.866 -0.595
H 0.851 0.473 -1.717 0.485
H -0.724 -1.772 -0.345 0.383
H -2.691 0.748 -0.319 0.405
H -2.104 1.304 -1.926 0.406
H 1.131 1.615 0.200 0.162
H -0.577 2.039 0.632 0.228
H 2.323 -0.895 1.551 0.244
H 1.314 -2.289 1.300 0.247
H 1.967 -1.437 -0.107 0.227
```

Output
HOMO in eV: -7.64
Multiplicity: 1
Electronic energy in a.u.: -397.1719
Energy relative to the best compared isomer or geometry (same formula, charge and spin) in eV: 4.864



Record 2
This record from OMol25 describes 3 unconnected molecules or ions with the total composition C4H9N3O. The level of theory is the ωB97M-V functional and the def2-TZVPD basis.

The geometry in XYZ format:
```
17
Properties=species:S:1:pos:R:3:nbo_charge:R:1
C -1.219 -1.941 0.648 -0.417
N -1.388 -0.578 0.155 -0.867
C 0.207 -0.354 -1.718 0.878
C 1.452 1.534 0.816 0.458
N 0.783 0.900 1.623 -0.688
C 1.983 2.441 0.064 -0.642
O 1.214 -0.524 -1.150 -0.557
N -0.526 -0.092 -2.633 -0.770
H -2.334 -0.254 0.355 0.359
H 1.170 0.074 2.051 0.384
H -0.735 0.054 0.661 0.389
H -1.520 -0.012 -2.629 0.414
H -1.246 -2.019 1.740 0.169
H -2.008 -2.570 0.238 0.194
H -0.257 -2.315 0.303 0.197
H 1.890 2.396 -1.019 0.252
H 2.533 3.263 0.494 0.248
```

Output
HOMO in eV: -9.16
Multiplicity: 1
Electronic energy in a.u.: -397.2578
Energy relative to the best compared isomer or geometry (same formula, charge and spin) in eV: 2.527



Record 3
This record from OMol25 describes a single C4H9N3O molecule. The level of theory is the ωB97M-V functional and the def2-TZVPD basis.

The geometry in XYZ format:
```
17
Properties=species:S:1:pos:R:3:nbo_charge:R:1
C 1.358 -3.085 0.418 -0.463
C 0.817 -1.033 0.314 0.242
C -0.798 1.964 -0.687 -0.371
C -1.747 3.173 -0.527 0.435
H 0.418 -3.118 -0.230 0.174
H 1.513 -3.906 1.136 0.207
H 2.210 -3.516 -0.326 0.200
H 0.588 -1.462 -0.735 0.151
H 0.739 0.451 1.587 0.371
H -1.260 0.373 0.404 0.338
H 0.120 2.237 -1.287 0.249
H -1.156 1.200 -1.401 0.218
H -2.167 3.407 0.676 0.130
N 1.222 -1.961 1.184 -0.450
N 0.640 0.396 0.634 -0.449
N -0.558 1.067 0.406 -0.465
O -1.939 3.813 -1.567 -0.515
```

Output
HOMO in eV: -9.20
Multiplicity: 1
Electronic energy in a.u.: -397.1312
Energy relative to the best compared isomer or geometry (same formula, charge and spin) in eV: 5.970



Record 4
This record from OMol25 describes a single C4H9N3O molecule. The level of theory is the ωB97M-V functional and the def2-TZVPD basis.

The geometry in XYZ format:
```
17
Properties=species:S:1:pos:R:3:nbo_charge:R:1
C -0.567 -1.298 -0.373 -0.460
C -0.733 0.898 0.708 0.351
C 1.515 0.535 0.077 0.659
C 2.259 1.137 -1.073 -0.720
H -1.206 -2.136 -0.602 0.210
H 0.330 -1.586 0.224 0.268
H -0.115 -0.660 -1.200 0.216
H -2.411 -1.108 2.061 0.366
H -3.108 -1.059 0.451 0.359
H -1.497 1.584 1.156 0.193
H 3.185 0.395 -1.023 0.227
H 1.655 1.004 -1.997 0.233
H 2.361 2.349 -0.983 0.257
N -1.265 -0.324 0.500 -0.243
N -2.501 -0.551 1.201 -0.648
N 0.399 1.311 0.222 -0.642
O 1.700 -0.490 0.652 -0.626
```

Output
HOMO in eV: -9.11
Multiplicity: 1
Electronic energy in a.u.: -397.2295
Energy relative to the best compared isomer or geometry (same formula, charge and spin) in eV: 3.296